[1]
{"formula": "C4H5NO", "method": "wB97M-V/def2-TZVPD", "species": ["C", "C", "C", "N", "C", "O", "H", "H", "H", "H", "H"], "positions_angstrom": [[-1.427, -0.358, 0.093], [-0.002, 0.252, -0.006], [0.451, 1.626, -0.314], [0.953, 2.588, -0.727], [1.134, -0.615, 0.330], [0.986, -0.242, -1.013], [-1.923, -0.341, -0.876], [-1.381, -1.414, 0.414], [-2.107, 0.125, 0.811], [1.939, -0.251, 0.960], [0.930, -1.678, 0.345]], "gap_ha": 0.41285, "multiplicity": 1, "de_lowest_kj_mol": 265.5, "homo_energy_ha": -0.3852, "smiles": "C[C@@]1(C#N)CO1"}

[2]
{"formula": "C38H59N9O3", "method": "wB97M-V/def2-TZVPD", "species": ["C", "C", "C", "N", "C", "H", "H", "H", "H", "H", "C", "C", "C", "N", "C", "H", "H", "H", "H", "H", "C", "C", "C", "N", "C", "H", "H", "H", "H", "H", "C", "C", "C", "N", "C", "H", "H", "H", "H", "H", "C", "C", "C", "O", "C", "H", "H", "H", "H", "H", "H", "H", "H", "C", "C", "C", "O", "C", "H", "H", "H", "H", "H", "H", "H", "H", "C", "C", "C", "O", "C", "H", "H", "H", "H", "H", "H", "H", "H", "C", "C", "N", "H", "H", "H", "C", "C", "N", "H", "H", "H", "C", "C", "N", "H", "H", "H", "C", "C", "N", "H", "H", "H", "C", "C", "N", "H", "H", "H"], "positions_angstrom": [[-3.661, -0.071, -0.040], [-3.060, 1.195, 0.316], [-2.231, 0.963, 1.414], [-2.482, -0.350, 1.802], [-3.357, -1.004, 0.965], [-4.280, -0.238, -0.873], [-3.166, 2.123, -0.191], [-1.514, 1.573, 1.992], [-2.116, -0.779, 2.626], [-3.665, -2.001, 1.146], [-4.214, -3.616, -1.872], [-2.837, -3.259, -1.981], [-2.154, -3.948, -1.021], [-3.058, -4.717, -0.284], [-4.296, -4.563, -0.859], [-5.046, -3.174, -2.442], [-2.426, -2.607, -2.722], [-1.129, -3.886, -0.713], [-2.763, -5.336, 0.456], [-5.205, -4.965, -0.477], [3.719, -2.372, -0.332], [3.663, -1.737, -1.574], [4.954, -1.392, -1.944], [5.782, -1.846, -0.934], [5.048, -2.540, -0.027], [2.850, -2.681, 0.238], [2.760, -1.623, -2.118], [5.318, -0.804, -2.733], [6.802, -1.659, -0.900], [5.531, -3.027, 0.788], [-4.066, -0.464, -4.269], [-4.857, 0.633, -4.706], [-4.413, 1.754, -4.061], [-3.366, 1.422, -3.206], [-3.096, 0.072, -3.404], [-4.060, -1.492, -4.555], [-5.642, 0.569, -5.453], [-4.714, 2.800, -4.191], [-2.811, 2.101, -2.721], [-2.279, -0.465, -2.906], [-0.428, 4.141, 2.785], [-1.710, 4.055, 3.670], [-2.757, 4.887, 2.864], [-2.087, 5.489, 1.772], [-0.984, 4.697, 1.396], [0.040, 3.153, 2.670], [0.285, 4.848, 3.274], [-1.429, 4.449, 4.605], [-1.992, 2.991, 3.740], [-3.222, 5.661, 3.489], [-3.572, 4.275, 2.431], [-0.327, 5.238, 0.691], [-1.403, 3.864, 0.806], [0.841, 2.135, -3.126], [-0.052, 2.527, -1.903], [0.958, 2.834, -0.775], [1.962, 1.879, -0.979], [2.208, 1.872, -2.382], [0.960, 2.934, -3.868], [0.323, 1.282, -3.635], [-0.548, 1.601, -1.632], [-0.779, 3.307, -2.148], [0.581, 2.734, 0.219], [1.432, 3.819, -0.919], [2.744, 0.978, -2.689], [2.906, 2.680, -2.544], [1.199, 3.148, 5.806], [2.055, 2.379, 4.786], [1.722, 0.993, 5.233], [0.304, 1.014, 5.565], [0.084, 2.193, 6.290], [0.795, 3.999, 5.297], [1.778, 3.546, 6.625], [3.079, 2.622, 4.974], [1.851, 2.627, 3.743], [2.282, 0.830, 6.194], [1.921, 0.097, 4.626], [0.278, 2.053, 7.342], [-0.924, 2.570, 6.142], [3.596, 0.490, 1.474], [4.855, 0.687, 2.227], [5.855, 0.848, 2.735], [3.724, 0.487, 0.400], [2.923, 1.289, 1.727], [3.229, -0.476, 1.708], [2.613, -5.041, -4.258], [2.165, -4.204, -5.346], [1.907, -3.496, -6.202], [2.188, -4.640, -3.318], [3.708, -5.017, -4.256], [2.328, -6.109, -4.426], [-0.569, -1.550, -5.629], [-0.200, -1.676, -4.235], [0.067, -1.618, -3.133], [0.019, -0.740, -6.107], [-1.635, -1.344, -5.608], [-0.326, -2.485, -6.143], [0.204, -0.884, -0.175], [0.532, -0.888, 1.203], [0.894, -0.934, 2.323], [-0.887, -0.879, -0.168], [0.478, -1.820, -0.644], [0.642, 0.020, -0.685], [1.324, -4.051, 3.429], [0.771, -4.488, 2.160], [0.428, -4.730, 1.116], [0.527, -3.945, 4.149], [1.745, -3.052, 3.239], [2.056, -4.740, 3.770]], "gap_ha": 0.31331, "multiplicity": 1, "homo_energy_ha": -0.2929, "smiles": "c1cc[nH]c1.c1cc[nH]c1.c1cc[nH]c1.c1cc[nH]c1.C1CCOC1.C1CCOC1.C1CCOC1.CC#N.CC#N.CC#N.CC#N.CC#N"}

[3]
{"formula": "C6H11N", "method": "wB97M-V/def2-TZVPD", "species": ["C", "C", "C", "N", "C", "C", "C", "H", "H", "H", "H", "H", "H", "H", "H", "H", "H", "H"], "positions_angstrom": [[2.170, -0.008, 1.295], [0.907, 0.831, 1.243], [-0.191, 0.209, 0.523], [-1.285, 0.121, -0.059], [-0.556, -1.112, -0.455], [-0.867, -2.431, 0.034], [-0.135, -1.179, -1.883], [1.927, -0.987, 1.750], [3.010, 0.568, 1.687], [2.439, -0.372, 0.345], [1.225, 1.775, 0.807], [0.756, 1.058, 2.217], [0.046, -2.974, -0.110], [-1.627, -2.907, -0.627], [-1.247, -2.633, 0.992], [-0.905, -1.680, -2.383], [0.633, -1.966, -2.086], [0.041, -0.179, -2.283]], "gap_ha": 0.32544, "multiplicity": 1, "de_lowest_kj_mol": 316.8, "homo_energy_ha": -0.2904, "smiles": "CCC1=NC1(C)C"}

[4]
{"formula": "C4H8O2", "method": "wB97M-V/def2-TZVPD", "species": ["C", "C", "C", "O", "C", "O", "H", "H", "H", "H", "H", "H", "H", "H"], "positions_angstrom": [[1.609, 0.556, 0.269], [0.219, -0.159, -0.259], [-1.010, 0.463, -1.019], [-2.178, 0.340, -0.235], [-0.099, -1.410, 0.436], [-0.079, -0.245, 1.205], [1.659, 0.970, 1.322], [1.756, 1.394, -0.383], [2.402, -0.188, 0.234], [-1.271, -0.003, -1.985], [-0.785, 1.514, -1.225], [-1.903, 0.559, 0.670], [0.658, -2.172, 0.593], [-1.135, -1.727, 0.464]], "gap_ha": 0.38620, "multiplicity": 1, "de_lowest_kj_mol": 398.1, "homo_energy_ha": -0.3503, "smiles": "C[C@@]1(CO)CO1"}

[5]
{"formula": "C32H12F15FeO5Si", "method": "wB97M-V/def2-TZVPD", "species": ["F", "C", "C", "F", "C", "F", "C", "Si", "C", "C", "F", "C", "F", "C", "F", "C", "F", "C", "F", "C", "C", "F", "C", "F", "C", "F", "C", "F", "C", "F", "O", "C", "C", "C", "C", "O", "C", "F", "C", "F", "H", "H", "H", "H", "H", "O", "C", "Fe", "C", "O", "C", "O", "C", "C", "C", "C", "C", "C", "C", "H", "H", "H", "H", "H", "H", "H"], "positions_angstrom": [[3.388, 3.597, -1.071], [2.919, 2.341, -0.945], [2.259, 1.730, -2.009], [2.078, 2.398, -3.169], [1.779, 0.431, -1.856], [1.219, -0.151, -2.943], [1.870, -0.295, -0.664], [1.197, -2.015, -0.429], [-0.037, -2.596, -1.696], [0.042, -3.826, -2.363], [1.161, -4.588, -2.243], [-0.959, -4.296, -3.209], [-0.824, -5.488, -3.821], [-2.097, -3.525, -3.444], [-3.077, -3.975, -4.249], [-2.186, -2.268, -2.854], [-3.269, -1.490, -3.058], [-1.137, -1.817, -2.058], [-1.173, -0.506, -1.679], [2.564, -3.244, -0.182], [3.788, -3.124, -0.847], [3.951, -2.117, -1.748], [4.838, -4.024, -0.686], [5.986, -3.874, -1.378], [4.690, -5.091, 0.201], [5.686, -5.978, 0.366], [3.485, -5.252, 0.887], [3.322, -6.294, 1.729], [2.446, -4.350, 0.663], [1.254, -4.608, 1.254], [0.493, -1.986, 1.164], [-0.400, -1.341, 1.817], [-1.709, -0.900, 1.326], [-2.427, -0.563, 2.617], [-1.314, -0.323, 3.619], [-0.130, -1.047, 3.064], [2.557, 0.360, 0.365], [2.708, -0.277, 1.554], [3.078, 1.649, 0.256], [3.714, 2.232, 1.293], [-2.224, -1.644, 0.695], [-3.111, 0.284, 2.523], [-3.022, -1.429, 2.931], [-1.069, 0.745, 3.657], [-1.516, -0.696, 4.626], [-2.720, 7.981, 1.432], [-2.467, 6.940, 0.963], [-1.810, 5.331, 0.939], [-0.306, 5.509, 1.857], [0.613, 5.384, 2.563], [-2.478, 4.787, 2.481], [-2.743, 4.490, 3.572], [-1.775, 1.240, 0.331], [-3.054, 1.583, -0.058], [-3.608, 2.858, -0.225], [-2.980, 4.078, -0.561], [-1.575, 4.200, -0.780], [-0.646, 3.475, 0.009], [-0.807, 2.188, 0.593], [-1.517, 0.094, 0.570], [-3.755, 0.755, -0.209], [-4.708, 2.888, -0.211], [-3.646, 4.873, -0.944], [-1.205, 4.816, -1.607], [0.403, 3.838, -0.010], [-0.006, 1.925, 1.290]], "gap_ha": [0.21736, 0.23133], "s_squared": 6.08, "multiplicity": 5, "de_lowest_kj_mol": 9.9, "homo_energy_ha": [-0.3425, -0.4317], "total_charge": 1}

The calculation returns the following DFT total energy values, one per record and in order: -7763.7744; -59911.8244; -7887.2483; -8369.1561; -126628.5880 eV.